The following is a quantum chemistry calculation of a cluster of 2 separate species, C9H14O in total in a non-equilibrium geometry, from OMol25.

```
! wB97M-V def2-TZVPD RIJCOSX def2/J DEFGRID3
* xyz 0 1
H -1.8335 -1.8573 -2.0582
H -1.0184 2.7733 2.8093
O -2.0381 -0.9463 -2.0859
C -0.6065 1.9340 -0.3379
H 1.5233 -0.4815 -0.8043
H -0.8806 1.4110 -2.3871
H 0.5478 2.1280 2.6571
H -2.0840 -1.4645 0.5561
C -0.7436 1.5788 1.0014
H 1.5776 -3.1715 0.2542
C -0.2522 2.5460 2.0477
H 2.5184 -1.0086 0.6014
C -1.7489 -0.4840 0.2367
C 2.2579 -1.1896 -0.4406
C -1.5393 -0.1670 -1.0977
H -0.0887 3.5405 1.6397
H -0.1861 2.8904 -0.6209
H 3.1756 -1.0173 -1.0086
C -1.3213 0.3445 1.2826
C -1.0063 1.1015 -1.3566
C 1.8057 -2.6636 -0.6761
H 0.8838 -2.5923 -1.2547
H -1.5260 -0.0328 2.2719
H 2.5834 -3.1716 -1.2296
*
```

SMILES string: Cc1ccc(O)cc1.CC
Kohn-Sham gap in eV: 9.45
ΔE to the lowest compared entry with this formula, charge and spin in kcal per mole: 13.3
E_HOMO in eV: -8.5820
Lowest unoccupied orbital energy in eV: 0.87

---

The following is a quantum chemistry calculation of a cluster of 2 separate species, C3H6BrP in total in a non-equilibrium geometry, from OMol25.

```
! wB97M-V def2-TZVPD RIJCOSX def2/J DEFGRID3
* xyz 0 1
H 0.5249 0.6593 1.4196
P 1.6293 -1.1000 -0.1282
C -0.6910 0.8790 -0.7550
H -0.7882 1.8484 -0.4975
H -0.6414 0.6238 -1.7589
H 1.8013 -1.7127 1.2655
C -1.4021 -0.2670 0.0286
C 0.1186 -0.0284 0.1781
Br 3.2899 0.2831 0.1222
H -1.7673 -1.0665 -0.6475
H -2.0739 -0.1190 0.7730
*
```

Kohn-Sham gap in eV: 9.59
ΔE to the lowest compared entry with this formula, charge and spin in kcal per mole: 38.8
E_HOMO in eV: -8.9397
Lowest unoccupied orbital energy in eV: 0.65

---

The following is a quantum chemistry calculation of a cluster of 4 separate species, CH10O3S2 in total in a non-equilibrium geometry, from OMol25.

```
! wB97M-V def2-TZVPD RIJCOSX def2/J DEFGRID3
* xyz 0 1
H 0.1075 -2.3570 -0.3115
H 1.0233 1.8098 2.5884
O -1.4315 -0.2737 -1.1654
S 1.6645 3.1793 -0.2919
H 0.3219 -2.6734 1.2334
H -0.4731 -2.4663 -1.9167
H 0.2361 0.7147 1.5100
O 0.4097 -2.3006 -2.0127
H 1.5482 2.2752 -1.3391
S -0.1547 2.9849 0.6964
C 0.1117 1.7368 1.9669
H -0.8632 1.6677 2.5289
O 0.0941 -2.0372 0.6146
H -0.6412 -0.2929 -0.6412
H 0.3105 -1.9896 -2.9304
H -2.2636 0.0223 -0.5297
*
```

SMILES string: CSS.O.O.O
Kohn-Sham gap in eV: 9.53
ΔE to the lowest compared entry with this formula, charge and spin in kcal per mole: 27.8
E_HOMO in eV: -9.0284
Lowest unoccupied orbital energy in eV: 0.50

---

The following is a quantum chemistry calculation of a structure of composition C27H43N5O8Pm in a non-equilibrium geometry, from OMol25.

```
! wB97M-V def2-TZVPD RIJCOSX def2/J DEFGRID3
* xyz 1 5
H -1.4919 4.2054 0.8811
O 1.1254 -1.1615 -0.9080
H -1.5393 3.3988 -1.2660
C 1.2664 3.7369 3.2125
C -2.8376 2.4875 0.9776
C -2.7009 -1.7291 -1.2573
C 1.0360 0.3070 -2.7771
N -0.4208 0.3822 -2.4847
H -0.1499 0.8330 3.9832
C 1.7812 -0.3130 -1.5894
H -2.5366 -1.8153 2.4363
H -0.2721 2.4384 -2.9494
H -3.0726 -0.7710 4.2201
H -3.3030 -1.2955 -3.2594
C 3.1287 4.9298 1.5036
H -3.0520 1.4998 -0.8461
C 2.8972 5.4418 2.7523
H 3.8565 5.4056 0.8582
H -4.1499 -2.1716 0.2898
C -1.2588 -2.2126 0.7614
H -4.7802 2.6487 0.0171
C -1.3126 -0.5340 -3.2632
N -2.2660 1.7092 -0.2346
H -0.3094 -0.8981 4.3412
H -1.3617 -2.5331 -4.0559
C 1.4523 3.1819 1.9248
C -2.5535 -3.2124 -1.6609
H -4.2825 -0.5274 -0.3532
H -0.3026 2.4086 -0.5020
C 1.9692 4.8405 3.6143
H -4.8636 -1.9033 -1.3015
H -0.9213 -2.3638 2.8531
C -1.4785 -1.7044 2.1886
H -3.1190 0.1301 -2.2929
C -0.6145 -1.8047 -3.7497
H 1.2511 -0.2988 -3.6555
C -2.5596 3.9862 0.8706
O 2.1442 0.5166 2.9816
H -1.5122 -3.5037 -1.7882
O 3.4244 7.0216 4.3266
C -0.9626 1.7480 -2.4558
C -4.0823 -1.5681 -0.6174
C -2.6460 -0.8293 -2.5222
C 2.6143 3.2904 -0.2506
C 2.4182 3.8045 1.0734
N -1.0748 -0.2846 2.4166
H 1.4612 1.2932 -2.9517
H -4.6300 1.2250 1.0694
Pm 1.5374 0.2425 0.7217
H 0.5563 3.2631 3.8772
C -1.2178 2.3786 -1.0764
H -1.9247 0.7541 0.0494
H -3.0002 4.4694 1.7415
O 2.8842 0.0886 -1.1696
H -1.7790 -3.1648 0.6687
N -1.6565 -1.2689 -0.3060
H -2.6528 2.5737 3.0857
H -1.8894 1.7924 -3.0365
H 1.8291 5.2712 4.5958
C -2.9799 0.2881 3.9744
C 1.2826 -0.3847 2.9509
H 0.0108 -2.2456 -2.9738
H -3.0202 0.0510 1.8636
C -2.1995 1.9873 2.2840
H -1.6282 0.0075 -4.1681
N 3.6121 6.6396 3.1876
H -3.0785 -3.3960 -2.5983
H -4.8051 2.8300 1.7653
H -3.0021 -3.8760 -0.9221
O 0.7434 2.1759 1.5158
C -2.3423 0.4916 2.5984
C -4.3493 2.2717 0.9483
H -0.8376 -1.1682 -0.8903
H -2.3952 0.7710 4.7582
H 3.3576 3.8053 -0.8779
H -3.0228 4.4324 -0.0109
H -0.0006 -1.6018 -4.6259
O 1.9822 2.3421 -0.7210
H -0.2020 -2.4281 0.6554
H -3.9803 0.7219 3.9805
C -0.1128 -0.1646 3.5532
O 1.4233 -1.3728 2.1666
O 4.3525 7.1749 2.3839
H -1.1454 2.2358 2.2578
*
```

Kohn-Sham gap (spin up / spin down) in eV: 8.47 / 8.52
⟨S²⟩: 6.004
E_HOMO (spin up / spin down) in eV: -11.3640 / -11.3806
Lowest unoccupied orbital energy (spin up / spin down) in eV: -2.89 / -2.86

---

The following is a quantum chemistry calculation of the ion C9H11N2S with charge +1 in a non-equilibrium geometry, from OMol25.

```
! wB97M-V def2-TZVPD RIJCOSX def2/J DEFGRID3
* xyz 1 1
N -1.9192 -1.3393 -0.7543
C -1.1326 -0.2098 -1.2809
H 4.0302 1.3198 -0.4439
H -1.5833 0.4378 1.9427
H -3.4133 -0.3348 0.4958
C 3.2995 0.6129 -0.1358
C 1.7724 -1.3496 0.2392
H -0.3105 -0.5066 -1.9580
C -2.3779 -1.0301 0.5087
S 3.5058 -1.0840 0.0808
H 1.4648 -2.3775 0.3841
H -1.8051 0.5272 -1.6698
H 1.4293 3.0898 -0.6117
C 1.9843 0.9626 -0.1024
C -0.1155 1.7854 -0.0192
H -1.4314 -2.3137 -0.9466
C 1.1450 2.1725 -0.1000
C -0.2713 0.3576 0.1147
C 1.1009 -0.1894 0.1260
H -0.7382 -0.8856 1.8268
H -0.9693 2.5199 -0.0406
N -1.1215 -0.2511 1.2030
H -2.5429 -1.9140 1.1415
*
```

SMILES string: C1=C[C@@]2(CNC[NH2+]2)c2cscc21
Kohn-Sham gap in eV: 8.74
ΔE to the lowest compared entry with this formula, charge and spin in kcal per mole: 44.9
E_HOMO in eV: -11.9823
Lowest unoccupied orbital energy in eV: -3.24

---

The following is a quantum chemistry calculation of a cluster of 2 separate species, C4H8O in total in a non-equilibrium geometry, from OMol25.

```
! wB97M-V def2-TZVPD RIJCOSX def2/J DEFGRID3
* xyz 0 1
C -1.2311 -1.1801 0.2756
O -0.9050 1.3653 1.1230
H -1.8995 0.2324 -1.3702
C 2.5599 0.3560 0.0022
H -0.6395 -2.0684 0.2887
C -0.6558 0.1573 0.5184
C -1.1059 -0.1737 -0.8807
H -1.0964 1.9521 0.2946
H 1.8713 -0.4123 -0.2228
H -0.2982 -0.4788 -1.4732
H 3.2419 -0.0117 0.8814
H -2.1874 -1.1951 0.6932
H 2.3458 1.4571 -0.1302
*
```

Kohn-Sham gap (spin up / spin down) in eV: 9.40 / 7.67
ΔE to the lowest compared entry with this formula, charge and spin in kcal per mole: 146.0
E_HOMO (spin up / spin down) in eV: -8.7924 / -7.3594
Lowest unoccupied orbital energy (spin up / spin down) in eV: 0.61 / 0.31